No. 1
Molecular formula: C32H38Cl2HfN6O8P2
Method: DFT, ωB97M-V with the def2-TZVPD basis set

Each line ends with the Mulliken charge.
Geometry (Å):
Hf1 -0.11333 -0.41474 0.08523  1.1542
Cl1 0.91826 1.98303 1.54295  0.0791
C1 2.19962 0.99951 2.28576  -0.3645
Cl2 2.54177 -0.35989 1.17888  0.0554
H1 1.82834 0.58266 3.21251  0.4081
H2 3.09242 1.59767 2.40414  0.4717
O1 0.80047 -1.31763 3.78985  -0.5772
C2 0.14282 -1.58122 2.82621  -0.4598
O2 -0.39061 -0.64010 2.01352  -0.3766
C3 -0.17189 -2.96178 2.36098  1.5086
C4 -0.60821 -3.94044 3.23355  -0.5778
C5 -0.95617 -5.17291 2.73407  -0.6155
C6 -0.92333 -5.44161 1.38493  -0.5985
C7 -0.51699 -4.44512 0.52495  -0.1552
C8 -0.07756 -3.19681 0.98385  0.0229
O3 0.47598 -2.24814 0.17293  -0.3385
N1 -0.67003 -4.70503 -0.90469  0.7751
O4 -1.06359 -3.75900 -1.57255  -0.4953
O5 -0.35569 -5.78120 -1.34410  -0.5248
N2 -1.44708 -6.21917 3.66095  1.0238
O6 -1.62159 -5.88835 4.81389  -0.5779
O7 -1.65230 -7.31486 3.18706  -0.5813
H3 -0.68746 -3.74917 4.29620  0.6389
H4 -1.23491 -6.40751 1.00835  0.6465
C9 2.13255 2.59029 -1.44572  -1.8503
P1 1.23328 1.03792 -1.71778  1.5237
C10 -0.29772 1.66333 -2.56569  -0.2386
N3 -0.23348 2.91051 -2.97432  -0.2688
C11 -1.37470 3.54443 -3.32525  0.4495
C12 -1.33409 4.86556 -3.82776  -0.6028
C13 -2.50654 5.52550 -4.04887  -0.6214
C14 -3.75812 4.91784 -3.75622  -0.6766
C15 -3.82960 3.63853 -3.29029  -0.7583
C16 -2.62989 2.91291 -3.10273  0.3788
N4 -2.67461 1.62015 -2.71978  0.2432
C17 -1.55509 0.97506 -2.51053  -1.0139
P2 -1.58294 -0.85311 -2.23280  1.3307
C18 -3.21790 -1.20219 -1.47262  -1.4140
C19 -1.91841 -1.36128 -4.09730  1.5327
C20 -0.91732 -0.69286 -5.03701  -1.6355
C21 -3.33450 -0.90427 -4.45988  -1.4968
C22 -1.83247 -2.87752 -4.25845  -1.9424
C23 2.36303 0.07987 -2.88781  2.0102
C24 3.79393 0.18703 -2.34010  -1.8439
C25 1.97426 -1.40255 -2.87841  -1.7155
C26 2.29640 0.69911 -4.28300  -1.6229
H5 3.04846 2.39132 -0.89194  0.3922
H6 1.52173 3.30072 -0.89645  0.5929
H7 2.36620 3.01739 -2.41771  0.4664
H8 -0.37245 5.32337 -4.02042  0.5259
H9 -2.48856 6.53482 -4.43970  0.4462
H10 -4.66766 5.48484 -3.91469  0.4739
H11 -4.77571 3.16139 -3.06244  0.4573
H12 -3.87127 -0.33620 -1.57591  0.3158
H13 -3.11745 -1.49170 -0.42909  0.3892
H14 -3.65540 -2.05488 -1.98983  0.5799
H15 -0.93664 0.39645 -4.96692  0.1736
H16 -1.20080 -0.95349 -6.05883  0.6793
H17 0.09857 -1.04913 -4.89668  0.4017
H18 -3.56264 0.11419 -4.16263  0.1318
H19 -4.09704 -1.56743 -4.05100  0.4184
H20 -3.41421 -0.95372 -5.54818  0.5109
H21 -0.82096 -3.25411 -4.11310  0.2899
H22 -2.14219 -3.11833 -5.27965  0.5720
H23 -2.49722 -3.40978 -3.58132  0.3268
H24 3.87165 -0.14206 -1.30306  0.2884
H25 4.19489 1.19692 -2.42338  0.3869
H26 4.43490 -0.46524 -2.93761  0.5252
H27 2.08392 -1.83389 -1.88133  0.0966
H28 2.64040 -1.95508 -3.54530  0.6798
H29 0.95764 -1.58181 -3.21190  0.3246
H30 2.71343 1.70752 -4.29128  0.3623
H31 1.28228 0.75008 -4.67260  0.1449
H32 2.89367 0.09459 -4.97107  0.4812
N5 -6.54260 2.96935 1.70536  -0.3493
C27 -5.69478 2.99032 0.66013  -0.0502
O8 -5.94538 3.43728 -0.44040  -0.5548
C28 -4.33839 2.34976 0.85167  0.4845
C29 -3.24527 2.95247 0.24577  -0.4741
C30 -2.06800 2.25704 0.15429  -0.4511
N6 -1.90910 1.00175 0.62139  0.5698
C31 -2.93853 0.47371 1.31031  -0.6702
C32 -4.15682 1.10684 1.44381  -0.6962
H33 -7.45167 3.38927 1.58890  0.2823
H34 -6.25642 2.70872 2.63203  0.1971
H35 -3.33776 3.93986 -0.18809  0.6110
H36 -1.20797 2.71393 -0.32385  0.3814
H37 -2.77482 -0.49039 1.76928  0.5127
H38 -4.95894 0.60945 1.97421  0.4644

## Properties
Orbital gap (eV): 7.679
Max |F| (hartree/bohr): 0.028
Lowest unoccupied orbital energy (Eh): -0.2444
Net charge: +2
Relative energy (zero: lowest compared OMol25 entry of this formula, charge and spin) (kJ/mol): 54.9

No. 2
Molecular formula: C32H38Cl5N3ORbS
Method: DFT, ωB97M-V with the def2-TZVPD basis set

Each line ends with the Mulliken charge.
Geometry (Å):
Rb1 -0.10299 0.15513 -1.53804  0.7478
C1 -0.51918 3.17994 -0.04190  -0.7104
C2 -1.56670 2.44313 0.60729  -0.2964
C3 -0.93532 1.76252 1.70346  0.1333
C4 0.44400 2.07391 1.65403  -0.3031
C5 0.70290 2.94356 0.59283  -0.0878
C6 2.01774 3.62011 0.25068  2.3657
C7 2.23377 3.63738 -1.26772  -1.5764
C8 1.98329 5.06776 0.76714  -1.8959
C9 3.19682 2.89615 0.89896  -1.6250
C10 -1.47750 0.88090 2.83866  2.8218
C11 -1.85385 -0.52381 2.34647  -1.1541
C12 -2.66575 1.52617 3.56739  -1.9326
C13 -0.39903 0.66976 3.91434  -2.4120
C14 -3.01625 2.56712 0.13038  2.4559
C15 -3.05550 3.00381 -1.34403  -1.9966
C16 -3.74522 3.66605 0.92772  -1.7740
C17 -3.83083 1.26897 0.19739  -1.6696
H1 -0.64177 3.86304 -0.87331  -0.0409
H2 1.19509 1.71148 2.33848  0.2214
H3 1.42058 4.16177 -1.77338  0.2423
H4 2.28276 2.61633 -1.65505  0.2093
H5 3.17261 4.14329 -1.51874  0.4593
H6 1.16200 5.61792 0.30372  0.3380
H7 2.92271 5.58953 0.54713  0.4404
H8 1.82694 5.07428 1.84764  0.3520
H9 3.22115 1.85035 0.59122  0.0181
H10 3.12672 2.93174 1.98853  0.3171
H11 4.14020 3.36754 0.60452  0.4582
H12 -2.68358 -0.50115 1.64694  -0.4128
H13 -2.13902 -1.16794 3.18760  0.4921
H14 -0.99906 -0.97964 1.84354  0.3452
H15 -3.56236 1.57601 2.95480  0.2715
H16 -2.40424 2.54206 3.87090  0.3524
H17 -2.91494 0.95286 4.46722  0.4498
H18 0.45545 0.11839 3.51986  0.3694
H19 -0.82070 0.08853 4.74022  0.4709
H20 -0.04669 1.62357 4.31024  0.4660
H21 -2.65082 4.00646 -1.47735  0.3520
H22 -4.09075 3.01439 -1.69916  0.4821
H23 -2.48540 2.32010 -1.97835  0.2676
H24 -3.20234 4.60681 0.82303  0.3482
H25 -3.78926 3.42433 1.98801  0.2268
H26 -4.76930 3.80966 0.56097  0.4548
H27 -3.31581 0.46359 -0.33472  0.1048
H28 -4.80669 1.41868 -0.27641  0.5782
H29 -4.01420 0.94250 1.21646  0.2071
C18 5.00752 -4.04397 0.77379  -0.8673
N1 3.93020 -3.51340 -0.00820  0.1438
C19 3.00515 -4.23470 -0.83751  -0.3207
C20 0.46365 -3.54263 -0.86801  0.9505
N2 2.36142 -2.13243 -0.67644  -0.8035
C21 3.27257 -2.02000 0.23259  0.0466
S1 3.59553 -0.91740 1.34544  -0.3242
C22 -0.80918 -3.87988 -0.39366  -0.2095
C23 -1.21076 -5.19125 -0.07566  -1.0048
C24 -2.47180 -5.38005 0.44490  -0.2524
C25 -3.29229 -4.27660 0.65417  -1.0341
C26 -2.81333 -3.02650 0.29596  0.1297
N3 -1.61564 -2.79375 -0.23651  0.1441
H30 4.84674 -5.10504 0.98361  0.3212
H31 5.04514 -3.49584 1.71684  0.2957
H32 5.97210 -3.93394 0.26853  0.2751
H33 3.16778 -5.29808 -0.91416  0.4547
H34 1.58396 -4.32625 -2.06516  0.1320
H35 -0.51944 -6.00433 -0.24564  0.4489
H36 -2.81635 -6.37853 0.68589  0.3970
H37 -4.27902 -4.37551 1.08425  0.4087
H38 -3.43476 -2.14821 0.43409  0.3016
Cl1 0.88270 -3.75866 -6.66482  -0.2347
C27 1.27635 -2.77288 -5.29699  0.1674
C28 1.28867 -1.38743 -5.42486  0.4186
Cl2 0.86480 -0.67175 -6.93191  -0.1925
C29 1.59070 -0.58063 -4.34237  0.4181
Cl3 1.42729 1.13299 -4.44785  -0.1242
C30 1.97402 -1.12476 -3.10982  -0.6874
O1 2.27290 -0.44680 -2.06151  -0.8303
C31 1.83443 -2.67719 -2.89188  -0.4722
Cl4 1.85781 -3.25313 -1.36544  0.9568
C32 1.53988 -3.36832 -4.06282  0.2979
Cl5 1.20157 -5.09817 -3.96841  -0.2826

## Properties
Orbital gap (alpha / beta) (eV): 4.546 / 5.141
Max |F| (hartree/bohr): 0.161
Lowest unoccupied orbital energy (alpha / beta) (Eh): 0.0419 / 0.0638
Net charge: -1
Relative energy (zero: lowest compared OMol25 entry of this formula, charge and spin) (kJ/mol): 2128.3

No. 3
Molecular formula: C32H39Cl2N3O2Ta
Method: DFT, ωB97M-V with the def2-TZVPD basis set

Each line ends with the Mulliken charge.
Geometry (Å):
Ta1 0.45535 -0.49722 0.23785  0.4758
C1 -0.71236 -4.70847 -1.46931  -1.6324
C2 -1.38362 -3.66380 -0.57373  2.5052
C3 -1.97483 -4.27854 0.69349  -1.6430
C4 -2.41255 -2.88855 -1.35870  -0.2653
C5 -3.61504 -3.47231 -1.78021  -0.1695
C6 -4.70143 -2.77080 -2.37879  -1.3525
C7 -4.59129 -1.45359 -2.66130  -1.1910
C8 -3.25978 -0.87896 -2.53221  2.2169
C9 -2.59221 -0.98524 -4.06786  0.6384
C10 -2.38022 -2.37841 -4.60428  -1.3303
C11 -3.41224 -0.11543 -5.01266  -1.5270
C12 -2.32630 -1.54874 -1.63839  -0.2571
N1 -1.48893 -0.58007 -1.11440  0.0992
C13 -2.05267 0.56509 -1.42445  0.3658
O1 -3.12241 0.51542 -2.17216  -0.4001
C14 -1.51789 1.81310 -0.90844  0.0423
C15 -2.06135 3.06836 -1.08225  -0.7074
C16 -1.40941 4.15021 -0.48362  -0.6510
C17 -0.24441 3.93579 0.23285  -0.8832
C18 0.23251 2.63418 0.33287  0.5184
N2 -0.39155 1.60287 -0.20563  0.1424
C19 1.50654 2.24049 1.01283  -0.1128
O2 2.19900 3.00769 1.61175  -0.5012
N3 1.78436 0.86822 0.83426  2.0121
C20 3.19098 0.53587 1.03907  -1.1776
C21 4.07159 0.64649 -0.03914  0.7340
C22 5.40915 0.31644 0.18985  -0.5284
C23 5.85813 -0.07377 1.43454  -1.6943
C24 4.97766 -0.11760 2.50751  -0.3674
C25 3.64290 0.19691 2.32102  0.7285
C26 2.66598 0.15279 3.46201  0.8492
C27 2.31543 -1.11120 3.96400  -0.9102
C28 3.31358 0.36940 4.95414  -1.6483
C29 3.66648 1.20625 -1.38892  1.1636
C30 4.07424 2.68482 -1.46629  -1.5186
C31 4.26368 0.42493 -2.56022  -1.7428
H1 0.06489 -5.23620 -0.91735  0.4740
H2 -0.25512 -4.25695 -2.35087  0.3253
H3 -1.43663 -5.45446 -1.80247  0.3836
H4 -0.61010 -2.94619 -0.27409  -1.4314
H5 -2.71032 -5.04926 0.45750  0.4746
H6 -2.45174 -3.52872 1.32598  0.3808
H7 -1.18889 -4.76884 1.26854  0.4908
H8 -3.76395 -4.52496 -1.56323  0.5490
H9 -5.62906 -3.29449 -2.56456  0.4995
H10 -5.39428 -0.86428 -3.08465  0.6039
H11 -1.62636 -0.50205 -3.87844  0.3670
H12 -3.31803 -2.87315 -4.85540  0.3428
H13 -1.79372 -3.02486 -3.95340  0.1839
H14 -1.81894 -2.26979 -5.53399  0.5063
H15 -4.35542 -0.58865 -5.28383  0.4068
H16 -2.83855 0.00262 -5.93248  0.4748
H17 -3.60505 0.88087 -4.61870  0.3469
H18 -2.96453 3.20730 -1.66086  0.5951
H19 -1.81160 5.14901 -0.59002  0.5032
H20 0.30342 4.74143 0.70394  0.6094
H21 6.11598 0.38736 -0.62554  0.4307
H22 6.90110 -0.31748 1.58354  0.4419
H23 5.35700 -0.37809 3.48719  0.4423
H24 1.85271 0.87051 3.40239  0.3549
H25 3.01008 -1.93942 3.86330  0.5313
H26 1.15385 -1.71154 2.58056  0.0713
H27 1.45498 -1.24591 4.61392  0.4808
H28 3.98089 -0.41599 5.30729  0.5095
H29 2.55646 0.60232 5.69496  0.4571
H30 3.92143 1.25244 4.74337  0.4868
H31 2.57706 1.15653 -1.47673  -0.1248
H32 5.15933 2.78180 -1.41169  0.3879
H33 3.65250 3.27382 -0.65042  0.3319
H34 3.75127 3.11686 -2.41392  0.4373
H35 5.34017 0.57859 -2.63312  0.4295
H36 3.83270 0.77539 -3.49811  0.4140
H37 4.08505 -0.64752 -2.47648  0.3880
Cl1 1.39487 -1.44914 -1.60246  -0.3178
C32 1.34081 -2.01231 1.53741  -1.1800
Cl2 -1.24407 -0.52551 1.86292  -0.2981
H38 2.40705 -2.13526 1.33812  0.5137
H39 0.85546 -2.98613 1.42540  0.4452

## Properties
Orbital gap (eV): 6.075
Max |F| (hartree/bohr): 0.015
Lowest unoccupied orbital energy (Eh): -0.3892
Net charge: +3
Relative energy (zero: lowest compared OMol25 entry of this formula, charge and spin) (kJ/mol): 0.0

No. 4
Molecular formula: C32H39F3N6O2PZn
Method: DFT, ωB97M-V with the def2-TZVPD basis set

Each line ends with the Mulliken charge.
Geometry (Å):
Zn1 0.36156 -0.66851 1.02643  1.6436
O1 -1.95179 -0.86680 4.33773  -0.6486
C1 -1.43725 -1.11592 3.27107  -0.1758
N1 -0.12156 -1.13919 2.89415  0.1255
C2 0.86877 -0.95848 3.82509  0.1091
O2 0.76031 -0.62567 4.98792  -0.6426
C3 2.25308 -1.27636 3.28715  0.4281
C4 3.23167 -1.62959 4.18450  -0.8238
C5 4.48082 -1.96469 3.68637  -0.3964
C6 4.73889 -1.86954 2.32281  -0.9094
C7 3.67784 -1.49157 1.50092  -0.1424
N2 2.46461 -1.21345 1.98032  0.3910
C8 -2.33798 -1.55827 2.13751  0.1334
C9 -3.63021 -1.89371 2.45239  -0.5757
C10 -4.44549 -2.34581 1.42648  -0.6012
C11 -3.92273 -2.42554 0.14395  -0.8493
C12 -2.63747 -2.02659 -0.08094  -0.0626
N3 -1.82850 -1.62097 0.91122  0.5975
H1 2.99487 -1.66678 5.24690  0.5452
H2 5.28405 -2.21803 4.37055  0.4291
H3 5.71661 -2.04055 1.89801  0.4399
H4 3.84876 -1.33529 0.42269  0.3854
H5 -3.97891 -1.77278 3.46923  0.5841
H6 -5.46707 -2.57331 1.63734  0.4619
H7 -4.57686 -2.69291 -0.66917  0.4893
H8 -2.19423 -2.02502 -1.07717  0.1065
C13 1.44801 1.91538 -2.48521  -1.3135
C14 0.13160 2.54725 -2.04134  0.4489
C15 0.37085 3.65118 -1.00205  -1.7997
P1 -0.98719 1.20092 -1.41326  1.0863
C16 -2.40557 2.15427 -0.73030  0.6209
C17 -3.09689 3.14361 -1.66660  -1.9517
C18 -3.45795 1.27364 -0.04198  -1.5104
C19 -1.70847 0.44431 -2.95139  0.6414
C20 -1.73993 1.33458 -4.19683  -1.8075
C21 -0.96097 -0.85185 -3.29680  -1.5137
H9 2.10895 2.66464 -2.92422  0.5344
H10 1.31236 1.09191 -3.20050  0.2159
H11 1.97316 1.50023 -1.60005  -0.0730
H12 -0.33285 3.01602 -2.92688  0.6759
H13 0.73158 3.32453 -0.05101  0.3729
H14 -0.52363 4.26850 -0.84830  0.2975
H15 1.18275 4.27763 -1.34021  0.5364
H16 -1.92799 2.76047 0.05612  0.1920
H17 -3.67745 2.64501 -2.44345  0.3454
H18 -2.39507 3.80984 -2.18748  0.3755
H19 -3.78823 3.76272 -1.10718  0.4750
H20 -3.96490 0.64454 -0.76128  0.3784
H21 -4.23060 1.89959 0.40922  0.4856
H22 -3.04433 0.60811 0.71708  0.0737
H23 -2.74028 0.17220 -2.66209  0.3478
H24 -0.73439 1.49160 -4.58534  0.3401
H25 -2.22529 2.30482 -4.06549  0.3318
H26 -2.30645 0.84734 -4.98380  0.4861
H27 -0.00441 -0.61473 -3.70237  0.4621
H28 -1.49364 -1.39224 -4.06957  0.4670
H29 -0.78830 -1.49874 -2.45088  -0.0646
N4 1.85657 4.81406 3.60237  -0.4694
C22 1.51377 3.67671 2.94186  0.7228
C23 2.47304 2.95973 2.21979  -0.9638
C24 2.11676 1.82928 1.52051  -0.5556
N5 0.85379 1.36582 1.49074  0.6145
C25 -0.07827 2.04086 2.17278  -0.2743
C26 0.19587 3.18463 2.90637  -1.1782
H30 2.83324 5.08882 3.59578  0.2078
H31 1.27879 5.20096 4.33476  0.2318
H32 3.50685 3.29052 2.15052  0.3543
H33 2.82987 1.33909 0.88464  0.3831
H34 -1.11516 1.69841 2.04692  0.2219
H35 -0.58086 3.76699 3.41648  0.4183
F1 0.78576 -5.20112 -4.25069  -0.2456
C27 1.78690 -5.13659 -3.34669  0.7997
F2 1.84631 -6.31576 -2.71658  -0.2492
F3 2.91425 -4.91216 -4.02937  -0.2563
C28 1.53344 -4.03925 -2.33542  0.1960
C29 2.03407 -2.74203 -2.48054  -0.8009
C30 1.66399 -1.77393 -1.56343  -0.4552
N6 0.89088 -2.01386 -0.49874  0.9151
C31 0.44692 -3.24904 -0.33751  -0.4698
C32 0.71483 -4.29079 -1.23786  -1.2809
H36 2.68756 -2.46511 -3.31902  0.4759
H37 1.99495 -0.75524 -1.71146  0.3245
H38 -0.16560 -3.45301 0.52965  0.6708
H39 0.30518 -5.28991 -1.02587  0.4638

## Properties
Orbital gap (eV): 8.065
Max |F| (hartree/bohr): 0.025
Lowest unoccupied orbital energy (Eh): -0.1071
Net charge: +1